Density functional theory data (the ωB97M-V functional and the def2-TZVPD basis) for C40H48AsF5NOP4STi as an isolated structure.

HOMO level (spin up / spin down): -9.114 / -9.931 eV
Energy above the lowest of the compared OMol25 structures with the same formula, charge and spin: 29.6 kcal per mole
2S+1: 3
Max |F|: 0.7 eV/Å
Total charge: +1

CARTESIAN COORDINATES (ANGSTROEM)
As (-3.632220, 0.926628, -0.628549)
C (-1.261813, 3.793879, -2.509510)
C (6.048569, -0.483613, -1.303020)
N (1.789625, -1.694387, -0.419987)
C (-2.640948, -0.452541, 3.617812)
H (3.058459, 1.098897, 4.155397)
H (-3.832431, 2.063851, 4.087640)
C (-1.688090, -3.709636, -3.897889)
C (0.543263, -4.580906, 0.677769)
C (-0.584171, 5.896084, -1.557199)
C (1.699752, -0.493841, -3.405209)
C (-0.565697, -2.513570, -1.649758)
C (-0.158174, 5.238097, -0.412565)
C (0.205794, -3.337118, -2.469207)
H (-3.050473, 3.245268, 3.019080)
C (2.717131, -2.270015, 0.572245)
H (0.905779, 0.927685, 5.410325)
H (1.531794, -0.787433, -5.516936)
H (1.654751, 1.619034, -6.043166)
H (-0.285602, -0.324911, 5.095935)
C (-3.355693, 2.201708, 3.114653)
H (-5.350268, -0.855723, -0.332501)
C (1.797650, 0.428233, -2.373236)
H (1.246634, -3.508154, -2.226003)
C (0.198648, -5.716762, 1.383615)
H (4.261121, -1.568406, -1.753518)
H (1.211993, -2.283176, 3.710904)
O (-2.436929, 0.142564, 0.229135)
H (-4.095577, 1.987076, 2.339681)
H (-3.901630, 1.517212, -3.042375)
C (-1.220988, -3.372565, 1.774304)
F (-1.803816, 3.072517, -3.503205)
P (-1.901706, 1.099924, 2.980602)
C (-0.821175, 3.172047, -1.358005)
H (-1.897599, -1.253631, 3.641100)
C (6.590439, 0.645129, -0.704600)
H (3.147184, 1.119248, 2.378620)
C (-1.573940, -4.518091, 2.473931)
H (-1.788361, -2.457871, 1.908552)
F (-0.957409, 1.802677, -1.294848)
C (1.699155, 1.287140, -5.016625)
H (-2.513658, -1.713156, -1.277791)
H (3.248919, -1.491469, 1.126466)
C (4.686237, -0.705617, -1.261368)
C (-1.909377, -2.323924, -1.948550)
C (-1.143383, 5.178066, -2.615541)
H (1.348635, -4.627085, -0.041383)
H (2.808484, -1.629404, 3.312648)
C (-3.486286, 0.649777, -2.528371)
C (-2.466651, -2.915968, -3.072254)
H (-4.599512, 3.129643, 0.106828)
C (-0.153661, -3.389598, 0.884335)
H (2.002841, 2.512344, -1.882211)
C (-3.642126, 2.833306, -0.324203)
C (0.159966, 0.582897, 4.682059)
H (-6.134363, 0.721354, -0.617181)
C (-0.350917, -3.925536, -3.590879)
H (-3.440845, -0.761968, 2.940015)
C (-0.916319, 1.629377, 4.432461)
H (3.752950, 2.055418, 0.474564)
H (1.930709, 3.265253, -4.221043)
C (3.855112, 0.196213, -0.596016)
F (0.363116, 5.976235, 0.570374)
H (-5.458370, 0.337501, 0.988180)
H (-1.124429, -6.578559, 2.831997)
H (-2.121622, -4.170640, -4.773200)
C (2.490448, 1.265495, 3.235953)
P (0.082779, -1.863291, -0.074885)
H (-2.406031, -4.491941, 3.162990)
H (-3.052020, -0.324361, 4.621537)
C (1.846867, 2.211065, -3.994299)
H (2.181517, -2.883784, 1.295478)
H (1.679073, -1.539555, -3.186564)
C (1.885476, 1.784918, -2.678138)
H (-2.830680, 3.091016, 0.361931)
H (-2.436161, 0.530303, -2.801542)
H (-4.046351, -0.243386, -2.806745)
H (2.133295, 2.298374, 3.210856)
C (-0.262715, 3.844141, -0.269783)
C (1.869333, -1.420648, 3.817433)
C (-5.329603, 0.209903, -0.087681)
P (1.084641, 0.101390, 3.153951)
H (7.655853, 0.815949, -0.745770)
H (6.186551, 2.444390, 0.386233)
H (3.469183, -2.887777, 0.079168)
H (-1.563792, 1.739459, 5.310920)
C (4.398430, 1.335153, -0.012424)
C (-0.857098, -5.687089, 2.286002)
H (0.746950, -6.633387, 1.224696)
H (2.082579, -1.270275, 4.878415)
P (2.046801, 0.044634, -0.613352)
F (-1.560895, 5.809125, -3.718133)
C (5.768756, 1.558861, -0.067642)
S (0.276752, 3.013051, 1.179122)
C (1.626846, -0.063203, -4.720642)
H (-0.474801, 2.607748, 4.216699)
H (-3.513554, -2.765673, -3.300602)
H (0.254585, -4.560587, -4.224754)
H (-3.493411, 3.354274, -1.271758)
Ti (-0.360010, 0.602224, 0.861726)
F (-0.469369, 7.220905, -1.648074)
H (6.691299, -1.184426, -1.813644)

Force components x, y, z for each atom (eV/Å):
0.04 0.12 -0.14
0.17 0.31 -0.05
-0.03 -0.07 -0.03
-0.15 0.32 0.15
-0.02 -0.09 0.00
-0.03 0.04 -0.04
0.02 0.03 -0.03
-0.01 -0.01 0.01
-0.07 0.06 -0.06
-0.13 -0.13 -0.16
-0.08 0.23 0.03
-0.03 -0.13 -0.05
-0.05 -0.23 -0.05
-0.07 0.05 0.04
0.02 -0.03 -0.04
0.19 -0.19 0.11
-0.15 -0.05 -0.07
-0.01 -0.05 -0.05
0.00 0.03 -0.08
0.01 -0.01 -0.04
-0.03 0.12 -0.06
0.02 0.15 0.05
0.24 -0.04 -0.06
0.04 0.01 0.00
0.00 -0.04 0.02
-0.04 -0.09 -0.06
-0.04 -0.02 -0.04
0.19 -0.14 0.10
0.09 -0.03 0.05
0.01 -0.06 0.02
0.02 0.11 0.08
0.09 0.19 0.14
-0.08 -0.15 0.06
0.40 0.02 0.15
-0.07 0.11 0.03
0.03 0.12 0.07
0.00 -0.02 0.03
0.00 -0.03 0.00
0.04 -0.03 -0.03
0.16 0.56 -0.01
0.00 -0.01 -0.08
0.14 -0.15 -0.15
-0.03 -0.10 -0.01
-0.10 0.10 0.04
-0.07 0.19 0.19
0.01 -0.12 0.04
0.06 0.01 -0.04
0.02 -0.02 -0.07
-0.03 -0.09 -0.04
-0.05 0.00 -0.03
0.06 -0.02 -0.02
0.00 0.04 0.12
-0.02 0.05 0.06
-0.10 0.05 0.09
0.19 0.02 0.12
0.03 -0.02 0.02
0.04 -0.02 -0.02
0.06 0.00 0.03
-0.10 0.09 0.08
-0.05 0.04 0.02
-0.01 0.04 -0.01
0.02 0.23 0.08
-0.08 -0.19 -0.14
0.03 0.00 -0.09
-0.02 -0.09 0.05
-0.03 -0.03 -0.05
0.06 0.06 0.07
0.34 0.00 -0.38
-0.05 -0.02 0.04
-0.03 0.01 -0.01
-0.05 0.12 0.08
0.13 0.08 -0.07
-0.01 -0.37 0.09
-0.12 0.07 -0.01
-0.13 -0.07 -0.06
-0.17 0.02 0.07
0.06 0.04 0.01
0.01 -0.10 -0.02
0.05 -0.03 -0.22
-0.03 0.03 0.02
-0.02 -0.08 0.00
0.11 -0.05 -0.03
0.08 0.01 0.00
0.05 0.08 0.03
0.01 -0.02 0.04
0.09 0.02 -0.09
0.08 -0.06 0.02
-0.05 0.05 0.02
0.04 -0.07 -0.01
0.01 -0.01 -0.03
-0.51 -0.50 -0.07
0.10 -0.16 0.27
-0.04 -0.04 -0.02
-0.07 0.36 -0.03
0.02 -0.01 -0.04
-0.05 -0.06 -0.05
-0.04 0.00 -0.02
0.00 0.01 0.00
-0.09 -0.08 0.14
-0.46 0.12 0.18
-0.03 -0.23 -0.02
0.06 -0.07 -0.05